Below is 14 unconnected molecules or ions with the total composition C6H38O14 in a non-equilibrium geometry, with properties calculated with ωB97M-V/def2-TZVPD.

Geometry as ORCA input:
```
! wB97M-V def2-TZVPD RIJCOSX def2/J DEFGRID3
* xyz -2 1
H 29.316 -2.859 12.515
O 27.762 0.836 11.913
H 29.955 1.219 13.389
C 30.410 4.353 13.611
O 28.254 -0.848 15.165
H 29.141 -3.305 9.680
H 28.178 -0.860 9.616
H 31.812 2.084 9.745
H 29.913 2.737 11.626
O 29.324 -4.256 9.776
H 32.697 1.102 8.908
O 29.134 -1.167 12.679
H 28.881 -0.216 15.538
H 29.369 -4.090 11.609
C 30.026 5.759 13.114
H 31.196 -2.549 12.816
H 31.595 1.003 12.822
O 29.638 1.393 15.970
H 30.576 -1.703 8.408
O 25.997 -1.304 12.308
H 32.398 -4.048 10.391
H 28.372 1.358 9.932
H 30.333 -4.323 9.626
H 29.228 3.497 10.537
C 30.739 0.353 13.279
C 30.836 6.180 11.842
H 29.854 3.945 14.418
H 31.374 4.343 14.059
H 28.794 1.803 15.764
H 27.737 1.604 12.511
H 32.111 -4.381 8.810
H 31.152 -1.314 9.665
O 32.070 -4.649 9.752
H 30.813 -2.482 11.074
O 31.432 -1.704 8.856
H 32.237 -1.764 11.617
H 30.294 0.013 11.382
C 30.364 -0.658 12.211
H 28.461 0.276 12.242
H 26.300 -1.778 13.078
H 27.017 0.935 9.483
H 30.185 1.470 15.191
H 30.130 6.422 13.939
H 30.797 5.457 11.049
H 28.775 -1.515 10.746
H 30.403 3.573 12.841
O 31.856 1.228 9.324
H 31.137 -0.024 14.166
H 30.647 7.007 11.265
O 27.923 0.975 9.183
C 31.196 -1.895 11.912
H 28.440 -0.763 14.251
H 31.876 6.291 11.981
O 28.635 -1.660 9.831
O 28.634 5.819 12.853
H 26.665 -0.590 12.256
O 29.204 -3.820 12.512
O 29.588 2.643 10.734
*
```

HOMO   -1.2 eV
Energy above the lowest of the compared OMol25 structures with the same formula, charge and spin   7.7 kcal per mole
Gap between HOMO and LUMO   5.66 eV
Electronic energy   -1304.6908 Ha